{"formula": "C9H16N3O3S", "method": "ωB97M-V with the def2-TZVPD basis set", "species": ["O", "O", "O", "S", "C", "C", "C", "N", "N", "N", "C", "C", "C", "C", "C", "C", "H", "H", "H", "H", "H", "H", "H", "H", "H", "H", "H", "H", "H", "H", "H", "H"], "xyz": [[0.5969, 4.2474, 2.6497], [-1.5318, -2.3503, -2.7326], [-1.7993, 1.1710, 1.1671], [2.0946, -1.0712, 0.3180], [0.5072, 3.0619, 2.4681], [-0.6460, -1.8914, -1.9999], [-0.9272, 0.8147, 0.3785], [0.1708, -2.7094, -1.3197], [-1.2596, 0.1245, -0.7328], [0.8230, 2.5619, 1.2375], [0.0589, 2.1085, 3.6397], [0.0123, -4.1511, -1.2518], [-0.8943, 0.4424, -3.0759], [1.4381, 0.2039, 1.3892], [-0.4483, -0.3702, -1.8602], [0.5516, 1.2098, 0.6331], [0.8730, -2.2248, -0.7233], [-2.2196, -0.1205, -0.8038], [1.1072, 3.2762, 0.5804], [0.9045, 1.8584, 4.2451], [-0.6809, 2.6200, 4.2298], [-0.3496, 1.1883, 3.2201], [-1.0194, -4.4233, -1.0975], [0.5577, -4.5213, -0.3720], [0.3702, -4.5994, -2.1649], [-1.9463, 0.2647, -3.2020], [-0.3451, 0.1271, -3.9425], [-0.7679, 1.5085, -2.8872], [0.8663, -0.2248, 2.2553], [2.3279, 0.7229, 1.8336], [0.5986, -0.1863, -1.7202], [0.9765, 1.3318, -0.3590]], "atomic_forces_ev_per_a": [[0.2, 1.6, 0.6], [-0.2, 0.5, 0.1], [0.1, -0.2, -0.1], [0.8, -0.4, 0.0], [-0.6, -1.7, 0.4], [-0.5, -1.3, -0.8], [0.0, 0.8, 1.2], [0.0, 0.8, 0.2], [1.5, -0.5, -0.2], [-1.3, -1.0, -0.4], [0.1, 0.2, -2.2], [0.2, 0.8, 0.5], [0.0, -0.5, 0.6], [-0.1, -0.5, 0.9], [-0.4, 0.6, 0.1], [1.2, 1.0, 0.2], [-0.2, -0.2, 0.2], [-0.8, -0.1, 0.2], [-0.2, 0.0, 0.2], [0.6, 0.0, 0.4], [-0.2, 0.3, 0.1], [-0.1, 0.2, 0.2], [-0.5, 0.0, -0.2], [0.1, 0.2, -0.4], [0.1, -0.4, -0.3], [-0.5, -0.1, -0.5], [0.1, 0.0, -0.6], [0.3, -0.1, 0.0], [0.4, 0.2, -0.7], [-1.0, -0.1, -0.4], [0.5, 0.0, 0.7], [0.3, -0.1, -0.1]], "lowdin_charge": [0.019, 0.005, 0.030, 0.396, -0.521, -0.468, -0.418, -0.024, 0.129, 0.091, 0.011, -0.077, -0.044, -0.675, -0.288, -0.282, -0.086, 0.141, 0.135, 0.065, 0.068, 0.046, 0.070, 0.084, 0.072, 0.067, 0.074, 0.079, 0.060, 0.060, 0.077, 0.105], "total_charge": -1, "spin_multiplicity": 1, "homo_energy_ev": -3.80, "orbital_gap_ev": 7.084, "lumo_energy_ha": 0.12067, "relative_energy_kcal_mol": 10.5}